Computed, not measured: a molecular structure, C19H28N9STc, with ωB97M-V with the def2-TZVPD basis set.

Calculated values
ΔE to the lowest compared entry with this formula, charge and spin: 13.2 kJ/mol
E: -1711.72920 Ha
lowest unoccupied orbital energy (alpha / beta): -9.582 / -11.540 eV
frontier orbital gap (alpha / beta): 7.83 / 5.89 eV

Structure (ORCA input):
```
! RIJCOSX wB97M-V def2-TZVPD def2/J DEFGRID3
* xyz 3 4
Tc 0.64837 -0.12806 0.21434
C -0.36787 3.16246 2.92303
C -0.08257 2.24600 1.78984
N 0.21834 0.98594 1.96530
N 0.02147 0.54565 3.25706
C 0.88069 -0.32439 3.71218
N 0.71919 -0.81035 4.93998
S 2.28189 -0.87707 2.82329
C -0.20244 2.69369 0.38604
C -0.63960 3.95194 0.00876
C -0.81306 4.23216 -1.34315
C -0.56299 3.24291 -2.27939
C -0.12757 2.00646 -1.83538
N 0.06905 1.74071 -0.53909
H 0.31793 2.96744 3.74481
H -1.37387 2.97137 3.30952
H -0.29929 4.20566 2.63355
H -0.01332 -0.43321 5.52505
H 1.36834 -1.46399 5.34622
H -0.85838 4.70542 0.74960
H -1.15239 5.21142 -1.65447
H -0.70301 3.41613 -3.33707
H 0.07039 1.20373 -2.53365
N 0.80713 -2.30680 0.63530
C 2.01053 -2.87777 -0.01114
C 1.97920 -2.46614 -1.46665
N 1.62434 -1.01132 -1.61631
C 2.81161 -0.17167 -1.97796
C 3.59668 0.13002 -0.72535
N 2.64899 0.77641 0.22587
H 0.79586 -2.54695 1.62377
H -0.02238 -2.74026 0.22839
H 2.03285 -3.96479 0.07705
H 2.88588 -2.49129 0.50753
H 1.22963 -3.05003 -2.00149
H 2.93550 -2.66559 -1.94981
H 0.98038 -0.95112 -2.40105
H 2.44696 0.75405 -2.42761
H 3.42292 -0.68053 -2.72404
H 4.44576 0.78058 -0.93415
H 3.98415 -0.77683 -0.26264
H 2.52702 1.74687 -0.06217
H 3.04663 0.81006 1.16438
N -3.53126 -0.61659 0.69674
C -2.29784 -0.30425 1.07522
N -1.38931 -0.65256 0.16157
C -2.11912 -1.24477 -0.89066
C -1.71803 -1.82012 -2.09788
C -2.69943 -2.34276 -2.91571
C -4.05626 -2.30451 -2.55688
C -4.46860 -1.74543 -1.36609
C -3.47040 -1.22281 -0.55104
H -4.36108 -0.48343 1.25773
H -2.07360 0.12777 2.03709
H -0.68207 -1.88702 -2.39475
H -2.42042 -2.80054 -3.85484
H -4.79011 -2.72867 -3.22763
H -5.51144 -1.72322 -1.08119
*
```



Computed, not measured: a molecular structure, C19H29AlBr39NO3P, with ωB97M-V with the def2-TZVPD basis set.

Calculated values
E: -101992.01752 Ha
lowest unoccupied orbital energy: 1.000 eV
frontier orbital gap: 4.98 eV

Structure (ORCA input):
```
! RIJCOSX wB97M-V def2-TZVPD def2/J DEFGRID3
* xyz -1 1
C -0.57358 0.99249 -2.20631
C -0.09921 -0.44969 -2.29625
C -0.17521 -1.00349 -3.72601
C 1.18905 -1.19194 -4.37208
Al -1.28589 -2.67009 -3.73162
C -0.70489 -3.93381 -2.23204
O 0.74916 -4.02267 -1.99108
N 1.45041 -4.38045 -3.06539
O 2.62164 -4.27549 -2.88633
P -3.50146 -1.92065 -3.19484
C -4.62822 -2.89607 -4.26593
O -3.93861 -2.50014 -1.63631
H -1.57111 1.09116 -2.61190
H -0.53659 1.32067 -1.17149
H 0.08013 1.60196 -2.82525
H -0.77841 -1.01929 -1.65820
H 0.91011 -0.50996 -1.90090
H -0.72669 -0.28560 -4.32749
H 1.68616 -2.10809 -4.08165
H 1.09841 -1.17501 -5.45236
H 1.84761 -0.35837 -4.11711
H -1.24075 -3.41250 -5.17334
H -1.06142 -3.61813 -1.26044
H -1.07870 -4.94340 -2.36029
H -4.47690 -2.47963 -5.25416
H -4.39210 -3.95229 -4.29908
H -5.65880 -2.73666 -3.97417
H -3.16006 -2.36387 -1.08546
C -3.65647 2.50942 0.22030
Br -3.58529 2.44760 2.14906
Br -3.56891 0.76788 -0.54936
Br -5.19524 3.47232 -0.40584
H -2.79245 3.08757 -0.07471
C -8.31553 5.27868 2.25119
Br -6.70724 4.40785 2.83451
Br -7.90558 6.93598 1.36954
Br -9.42199 4.16243 1.15007
H -8.88036 5.51935 3.13843
C -7.36777 1.13779 -3.62426
Br -6.93838 -0.01062 -2.15755
Br -8.11367 2.81051 -3.01090
Br -5.85402 1.42153 -4.76745
H -8.13146 0.65312 -4.21156
C -4.71464 6.93706 5.44645
Br -3.43752 5.65017 4.80216
Br -5.39358 8.03688 4.03028
Br -6.12619 6.07757 6.42503
H -4.19892 7.58682 6.13584
C 5.28980 -5.91165 -1.19606
Br 7.20752 -5.81180 -1.38743
Br 4.73213 -7.70446 -0.80466
Br 4.63135 -4.66855 0.09867
H 4.85390 -5.63419 -2.14587
C -7.05735 0.03535 2.68424
Br -7.67856 0.43713 4.46507
Br -6.51966 -1.79670 2.50783
Br -8.35006 0.53014 1.36455
H -6.18278 0.63932 2.51080
C 10.31689 -3.70721 -1.67669
Br 10.54442 -3.22601 0.16644
Br 10.08465 -2.15520 -2.78014
Br 11.75316 -4.81750 -2.30586
H 9.40835 -4.28515 -1.74642
C 0.28200 2.21134 4.18291
Br -0.51507 0.72420 5.08778
Br 0.41096 1.86602 2.30615
Br -0.66447 3.84701 4.54179
H 1.28454 2.33177 4.56247
C 5.18287 -2.63574 3.27840
Br 5.51092 -0.89145 2.54947
Br 6.07252 -2.87143 4.96715
Br 3.30632 -3.00366 3.40000
H 5.60644 -3.35475 2.59262
C -3.95363 2.94587 8.04632
Br -4.99147 3.76970 9.43472
Br -2.54894 1.86722 8.79142
Br -5.05350 1.94922 6.83300
H -3.48798 3.73996 7.48039
C 1.13637 4.29092 -0.35691
Br 1.78974 5.84491 0.56725
Br -0.72812 4.46826 -0.78346
Br 2.18697 3.89412 -1.90936
H 1.23241 3.45818 0.32212
C 12.07204 -0.80615 3.01655
Br 12.45104 0.92865 2.28762
Br 12.94259 -1.06909 4.70929
Br 10.18290 -1.12144 3.13732
H 12.47759 -1.53530 2.33155
C 6.68438 -1.74490 -4.94006
Br 6.79975 0.16729 -4.75578
Br 4.95144 -2.40720 -4.47400
Br 7.20787 -2.30806 -6.70468
H 7.39891 -2.16792 -4.25022
*
```



Computed, not measured: a molecular structure, C19H29Cl2N3OW at a distorted geometry, with ωB97M-V with the def2-TZVPD basis set.

Calculated values
ΔE to the lowest compared entry with this formula, charge and spin: 1.0 kJ/mol
E: -1967.83387 Ha
lowest unoccupied orbital energy (alpha / beta): -6.715 / -6.757 eV
frontier orbital gap (alpha / beta): 7.56 / 7.81 eV

Structure (ORCA input):
```
! RIJCOSX wB97M-V def2-TZVPD def2/J DEFGRID3
* xyz 2 3
W 0.45342 -0.21961 0.65686
C 0.95188 -0.59699 5.01040
C -0.34556 -0.40369 5.47487
C -1.37519 -0.23193 4.57091
C -1.10974 -0.24590 3.21212
N 0.15991 -0.38292 2.76991
C 1.15943 -0.57750 3.65665
C -2.11695 -0.17426 2.13354
C -3.48197 -0.14519 2.37574
C -4.37362 -0.19707 1.31303
C -3.90503 -0.28728 0.00831
C -2.53924 -0.29117 -0.23695
C -1.62996 -0.22385 0.81718
H 1.78288 -0.76562 5.68327
H -0.54970 -0.39993 6.53881
H -2.39139 -0.10219 4.91686
H 2.14713 -0.73148 3.24265
H -3.86950 -0.10923 3.38769
H -5.44057 -0.18764 1.50591
H -4.60618 -0.35420 -0.81643
H -2.19138 -0.36147 -1.25896
C -1.42410 2.62755 -0.56685
O -0.31532 2.25422 0.29362
H -1.34362 3.67907 -0.82602
H -2.37798 2.42243 -0.08770
H -1.34128 2.02921 -1.46783
H -0.34963 2.82861 1.06514
Cl 5.19694 0.46878 1.58226
C 4.95541 -0.68649 0.28379
Cl 3.21379 -0.97514 -0.08798
H 5.35722 -1.64126 0.58422
H 5.40570 -0.31028 -0.62094
N 1.87103 1.41313 1.39380
H 2.00291 2.09113 0.65126
H 2.79437 1.08899 1.65800
H 1.50228 1.91226 2.19359
C -0.27320 -1.40885 -4.44409
C 0.42493 -0.10321 -4.01645
C -0.37438 1.13047 -4.47869
C 1.87325 -0.05205 -4.54317
C 0.47951 -0.08487 -2.54163
N 0.51109 -0.08219 -1.39735
H -0.30013 -1.42981 -5.53449
H -1.30007 -1.45514 -4.07491
H 0.27135 -2.28870 -4.09628
H -0.39056 1.12906 -5.56953
H 0.09013 2.06090 -4.14495
H -1.40691 1.09406 -4.12325
H 1.83073 -0.05930 -5.63342
H 2.44753 -0.92074 -4.21592
H 2.38476 0.85887 -4.22583
C 0.48461 -2.35981 0.53140
H 0.42775 -2.81878 1.51630
H 1.34602 -2.76372 0.00644
H -0.40283 -2.65929 -0.02492
*
```